ORCA calculation (wB97M-V/def2-TZVPD) on C25H29N3O3S in the gas phase.

```
61
Properties=species:S:1:pos:R:3:forces:R:3
C -6.089169 -1.769787 2.244203 0.089 0.019 0.218
O -6.601451 -1.874486 0.934896 -0.106 -0.001 -0.310
C -6.222602 -0.944954 0.018523 -0.031 0.083 -0.262
C -6.738907 -1.106236 -1.268629 0.051 -0.043 0.205
C -6.414033 -0.201763 -2.260070 -0.056 -0.088 0.025
C -5.575159 0.863170 -1.991388 0.194 0.136 0.152
C -5.027540 1.020360 -0.715413 -0.466 -0.436 -0.144
C -4.145949 2.156082 -0.501486 0.550 0.186 0.241
C -3.042325 2.302084 0.254380 -0.175 0.666 -0.531
S -2.310883 3.928790 0.234199 0.000 -0.076 0.280
C -0.596004 3.541017 0.152796 -0.222 -0.227 -0.043
C 0.301789 4.494245 -0.311287 -0.020 -0.207 0.052
C 1.649695 4.206378 -0.373066 0.166 -0.082 0.035
C 2.116242 2.951233 0.008282 -0.276 0.187 0.195
C 3.582233 2.660612 -0.064801 -0.102 -0.102 -0.208
O 4.430569 3.487845 0.204327 0.112 0.260 0.091
N 3.868461 1.411578 -0.494466 -0.023 -0.357 -0.093
C 5.181830 0.823201 -0.416751 0.193 -0.103 0.191
C 5.146940 -0.361850 0.558181 0.064 0.248 -0.146
N 4.071475 -1.278401 0.220049 0.215 0.007 0.203
C 3.578290 -2.054072 1.345665 -0.052 -0.044 0.084
C 2.085731 -2.432658 1.179175 -0.072 0.123 -0.082
C 1.497807 -1.988784 -0.159495 -0.174 -0.148 0.065
C 1.993454 -2.830973 -1.337168 0.097 0.039 0.067
C 3.455417 -3.249610 -1.201041 -0.070 0.265 -0.115
C 4.412916 -2.090735 -0.941091 0.035 -0.162 -0.162
C 1.221874 2.009378 0.498869 -0.039 0.157 -0.090
C -0.136009 2.295300 0.581036 0.220 0.523 -0.303
N -0.998188 1.359767 1.133767 0.198 -0.283 0.235
C -2.362864 1.294859 1.094847 -0.003 -0.389 0.249
O -2.923568 0.416423 1.721904 -0.082 -0.052 0.038
C -5.376267 0.121899 0.290963 -0.129 -0.161 0.235
H -4.995616 -1.769795 2.250061 -0.030 0.012 -0.001
H -6.451891 -0.865343 2.742663 0.033 -0.022 -0.018
H -6.458429 -2.646297 2.774465 0.045 0.082 0.003
H -7.395438 -1.939729 -1.461571 -0.083 -0.099 -0.023
H -6.823604 -0.326467 -3.251518 -0.034 -0.018 -0.073
H -5.322415 1.564623 -2.772668 0.013 0.094 -0.066
H -4.400357 3.018424 -1.109686 0.087 0.031 -0.062
H -0.073390 5.459107 -0.614024 -0.007 0.126 -0.096
H 2.357022 4.942571 -0.720058 0.084 0.079 -0.021
H 3.125251 0.745842 -0.642086 -0.049 0.156 0.054
H 5.868802 1.591291 -0.056425 -0.014 -0.105 -0.106
H 5.502789 0.501026 -1.411867 0.061 0.060 0.077
H 4.959548 0.035975 1.558301 0.025 -0.024 -0.040
H 6.133794 -0.855969 0.564898 -0.054 0.004 0.043
H 3.681430 -1.438325 2.241980 0.063 -0.053 -0.084
H 4.186207 -2.957105 1.511537 0.002 0.046 0.039
H 1.512194 -1.962326 1.980697 -0.010 -0.071 0.048
H 1.956393 -3.510244 1.286638 -0.042 -0.056 0.075
H 1.760802 -0.944605 -0.327186 -0.137 -0.007 0.010
H 0.408293 -2.053885 -0.110841 -0.014 0.062 0.001
H 1.856867 -2.265782 -2.261494 -0.042 -0.052 -0.076
H 1.389499 -3.737947 -1.415263 -0.044 0.017 -0.059
H 3.547449 -3.987788 -0.404268 0.051 -0.077 0.015
H 3.771322 -3.737897 -2.125954 0.057 -0.065 0.076
H 4.416227 -1.432619 -1.815265 0.103 -0.067 -0.062
H 5.431330 -2.509173 -0.833411 -0.038 0.090 -0.024
H 1.570700 1.053664 0.864316 0.084 -0.149 -0.001
H -0.567662 0.594723 1.639695 -0.207 0.098 -0.035
H -4.980947 0.274115 1.278434 0.012 -0.031 0.037
```
Forces are in eV/Å.

As for the max |F|: 0.0169 hartree/bohr. Its structure (SMILES) is COc1cccc(/C=C2/Sc3ccc(C(=O)NCCN4CCCCCC4)cc3NC2=O)c1. The calculation puts the energy above the lowest of the compared OMol25 structures with the same formula, charge and spin at 34.0 kcal per mole. The frontier orbital gap comes out at 8.152 eV. The calculation puts the LUMO energy at 0.145 eV.

Charges computed using Löwdin, reported in e:
1. C -0.0781
2. O -0.0804
3. C -0.2621
4. C -0.0030
5. C -0.0787
6. C -0.0497
7. C -0.2055
8. C -0.0571
9. C -0.3962
10. S 1.0543
11. C -0.4504
12. C -0.0851
13. C -0.0140
14. C -0.1277
15. C -0.4565
16. O 0.0722
17. N 0.0752
18. C -0.1529
19. C -0.1757
20. N -0.2044
21. C -0.1824
22. C -0.1669
23. C -0.2123
24. C -0.1909
25. C -0.1863
26. C -0.1886
27. C 0.0353
28. C -0.2324
29. N 0.1435
30. C -0.4533
31. O 0.0708
32. C 0.0374
33. H 0.0940
34. H 0.0991
35. H 0.0924
36. H 0.1164
37. H 0.1043
38. H 0.1095
39. H 0.1043
40. H 0.1071
41. H 0.1210
42. H 0.1093
43. H 0.1219
44. H 0.1140
45. H 0.1213
46. H 0.1228
47. H 0.1117
48. H 0.1202
49. H 0.0989
50. H 0.1091
51. H 0.0753
52. H 0.1089
53. H 0.1110
54. H 0.1102
55. H 0.1024
56. H 0.1145
57. H 0.1183
58. H 0.1238
59. H 0.1123
60. H 0.1580
61. H 0.0901